# 1
Molecular formula: BeH8O4
Method: DFT, ωB97M-V with the def2-TZVPD basis set

total charge: +2
HOMO-LUMO gap: 0.5282 Ha
relative energy (zero: lowest compared OMol25 entry of this formula, charge and spin): 45.5 kJ/mol
E: -8707.4308 eV
HOMO energy: -22.53 eV
E_LUMO: -8.2 eV

Geometry as XYZ:
```
13
Properties=species:S:1:pos:R:3:lowdin_charge:R:1
O -0.818 -0.836 1.043 0.114
O -0.841 0.190 -1.561 0.106
O 0.359 1.376 0.621 0.119
O 1.491 -0.936 -0.240 0.107
Be 0.153 -0.006 -0.091 0.193
H 2.323 -0.565 -0.633 0.178
H -0.990 -1.787 1.099 0.155
H 1.856 -1.626 0.403 0.200
H -0.412 1.979 0.659 0.171
H -1.478 -0.474 -1.886 0.150
H 1.005 2.104 0.807 0.198
H -1.253 1.008 -1.919 0.157
H -1.398 -0.423 1.700 0.153
```


# 2
Molecular formula: C10H19N2O2S
Method: DFT, ωB97M-V with the def2-TZVPD basis set

total charge: +1
HOMO-LUMO gap (alpha / beta): 0.2179 / 0.2295 Ha
relative energy (zero: lowest compared OMol25 entry of this formula, charge and spin): 515.2 kJ/mol
E: -28577.3534 eV
HOMO energy (alpha / beta): -11.87 / -11.91 eV
E_LUMO (alpha / beta): -5.9 / -5.7 eV

Geometry as XYZ:
```
34
Properties=species:S:1:pos:R:3:lowdin_charge:R:1
S 2.557 -1.600 -0.285 1.053
O 2.808 2.083 0.413 0.029
O -0.133 3.345 0.233 0.073
N 0.242 1.092 -0.433 0.151
N 0.131 -1.432 0.858 0.060
C -0.990 -1.002 -0.131 -0.411
C -2.335 -1.689 0.372 0.028
C 4.086 -0.708 0.178 -0.262
C 1.448 -0.805 0.756 -0.281
C -1.539 0.997 1.182 -0.039
C 1.997 2.708 -0.237 -0.102
C 0.479 2.351 -0.159 -0.516
C -0.540 -1.522 -1.476 -0.035
C -2.079 1.016 -1.193 0.012
C -1.070 0.521 -0.140 -0.569
H 4.602 -0.696 -0.722 0.025
H -1.307 -1.231 -2.152 0.079
H -0.418 -1.064 1.631 0.149
H -2.026 2.141 -1.279 0.123
H -3.138 -1.236 -0.055 0.058
H -0.735 1.268 1.866 0.097
H -2.130 0.277 1.789 0.091
H -2.093 1.968 0.923 0.133
H 0.329 -1.114 -1.947 0.073
H -1.858 0.617 -2.147 0.065
H 2.244 3.501 -0.843 0.103
H 4.625 -1.319 0.911 0.072
H -2.545 -1.608 1.412 0.080
H 1.578 0.030 1.432 0.111
H -3.085 0.709 -0.762 0.117
H 0.174 -2.510 0.817 0.217
H -0.654 -2.627 -1.423 0.114
H -2.457 -2.725 0.115 0.097
H 3.832 0.266 0.496 0.005
```


# 3
Molecular formula: C18H21N7OSZn
Method: DFT, ωB97M-V with the def2-TZVPD basis set

total charge: +2
HOMO-LUMO gap: 0.3035 Ha
relative energy (zero: lowest compared OMol25 entry of this formula, charge and spin): 0.0 kJ/mol
E: -90725.8807 eV
HOMO energy: -13.73 eV
E_LUMO: -5.5 eV

Geometry as XYZ:
```
49
Properties=species:S:1:pos:R:3:lowdin_charge:R:1
Zn 1.116 -0.452 0.235 0.591
S -0.273 -0.421 2.201 0.787
O 3.210 0.059 -0.044 -0.091
N -2.883 1.318 0.638 0.113
N 0.322 1.150 -0.798 -0.018
N 1.353 -2.455 2.801 -0.052
N 1.620 -1.690 -1.317 0.004
N -0.385 -2.042 4.233 0.145
N -4.099 -0.088 2.085 0.090
N 2.108 -2.193 1.653 0.021
C 0.473 1.254 -2.128 -0.113
C 2.836 -1.529 -1.844 -0.251
C -0.476 2.021 -0.185 -0.100
C -2.884 3.716 0.843 -0.004
C 2.356 -3.119 -3.567 0.004
C -4.133 2.260 2.423 0.025
C 0.273 -1.729 3.127 -0.786
C -3.319 0.148 1.047 -0.259
C -2.011 3.983 -0.135 -0.017
C 1.086 -3.269 -3.019 -0.009
C -1.006 3.121 -2.235 0.035
C -3.290 2.398 1.316 -0.258
C 0.760 -2.538 -1.897 -0.089
C 3.772 -0.530 -1.210 -0.143
C -4.508 0.970 2.770 -0.101
C -0.169 2.221 -2.872 -0.016
C -1.175 3.029 -0.854 -0.180
C 3.241 -2.234 -2.973 0.020
H -1.229 -1.536 4.453 0.121
H -0.011 2.268 -3.936 0.120
H -0.541 1.945 0.890 0.082
H 2.208 -3.048 1.105 0.119
H 3.045 -1.871 1.906 0.120
H 3.709 0.859 0.169 0.139
H 1.646 -3.201 3.427 0.173
H -5.158 0.770 3.609 0.118
H -0.217 -2.613 -1.438 0.126
H -3.002 -0.712 0.469 0.104
H -1.525 3.882 -2.797 0.135
H -3.415 4.540 1.301 0.121
H -0.131 -2.817 4.827 0.138
H 0.364 -3.939 -3.458 0.125
H 4.228 -2.079 -3.381 0.136
H -1.906 5.010 -0.465 0.127
H 3.999 0.236 -1.961 0.150
H 2.645 -3.677 -4.444 0.131
H 1.142 0.549 -2.600 0.103
H 4.710 -1.039 -0.953 0.148
H -4.475 3.113 2.985 0.119
```


# 4
Molecular formula: C45H36N5O6P2TeV
Method: DFT, ωB97M-V with the def2-TZVPD basis set

HOMO-LUMO gap (alpha / beta): 0.2500 / 0.2510 Ha
relative energy (zero: lowest compared OMol25 entry of this formula, charge and spin): 65.7 kJ/mol
multiplicity: 3
E: -118541.7820 eV
HOMO energy (alpha / beta): -7.59 / -7.58 eV
E_LUMO (alpha / beta): -0.8 / -0.8 eV

Geometry as XYZ:
```
96
Properties=species:S:1:pos:R:3:mulliken_spin:R:1
Te 1.949 -3.675 0.570 -0.001
V -1.297 0.404 0.649 2.147
P 0.019 -1.149 -0.834 -0.054
P 0.781 -0.655 1.647 -0.037
O -4.208 4.191 -5.599 0.000
O -2.945 -0.588 -1.826 -0.002
O -2.678 1.568 -0.203 -0.047
O -3.144 0.967 4.109 0.003
O -0.296 2.337 0.921 0.008
O -4.261 2.546 -6.987 0.001
N -4.125 3.005 -5.867 0.000
N -2.884 -1.018 0.809 -0.029
N -1.569 1.328 2.455 -0.043
N 5.881 -2.798 -2.277 0.000
N -3.289 -1.496 2.099 0.020
C -3.382 -0.193 -4.106 0.000
C -0.663 -2.453 -3.241 -0.011
C 4.379 2.211 1.987 -0.004
C -2.553 3.974 4.808 0.000
C 3.672 -3.679 -1.976 0.001
C -1.240 -3.489 -3.963 0.003
C 1.009 -1.852 0.407 0.029
C -0.482 -2.224 5.211 0.004
C 2.209 0.474 1.799 -0.027
C 2.209 -0.534 -2.482 0.000
C -3.672 0.690 -5.088 0.002
C -2.358 1.686 3.540 0.015
C -1.868 -4.535 -3.303 -0.004
C 3.328 2.308 2.894 0.002
C 3.685 -3.352 -0.625 0.002
C -3.069 2.201 -1.215 0.027
C 0.407 1.054 -2.498 0.044
C 0.949 -0.142 -2.039 -0.055
C 0.709 -2.486 5.872 -0.001
C -1.219 5.749 3.825 0.000
C -0.463 -1.669 3.939 0.016
C -0.922 2.424 1.990 0.012
C -1.311 -3.533 -1.195 -0.005
C 4.784 -3.382 -2.753 0.000
C 1.939 -1.635 3.992 -0.002
C -0.705 -2.464 -1.852 -0.003
C 3.257 0.388 0.894 0.003
C -3.795 2.079 -4.795 0.002
C -3.283 1.663 -2.488 0.003
C 2.251 1.445 2.800 -0.006
C 4.343 1.251 0.989 0.004
C -2.070 3.138 3.826 -0.006
C -2.107 5.295 4.794 0.000
C -1.901 -4.558 -1.915 0.003
C 0.745 -1.363 3.324 -0.020
C -3.178 0.229 -2.730 0.001
C -0.741 4.899 2.830 0.002
C 1.921 -2.196 5.259 0.000
C 1.111 1.846 -3.396 0.011
C 2.365 1.447 -3.833 0.000
C -3.613 2.553 -3.537 0.000
C -1.185 3.594 2.858 -0.008
C 2.915 0.255 -3.375 0.001
C 5.897 -2.512 -0.977 0.000
C 4.840 -2.773 -0.116 0.000
H 3.216 -0.353 0.108 -0.001
H -1.293 -3.579 -0.110 -0.002
H -3.251 3.277 -1.089 -0.001
H 2.802 -4.140 -2.426 0.000
H 2.886 -1.400 3.521 -0.001
H -0.186 -1.632 -3.763 -0.001
H -3.249 3.616 5.554 0.000
H -0.573 1.373 -2.160 -0.025
H -1.198 -3.476 -5.044 0.000
H 0.681 2.775 -3.749 0.000
H -3.289 -1.252 -4.306 0.000
H -3.384 -0.696 2.722 0.005
H -0.895 6.781 3.846 0.000
H 0.695 -2.915 6.866 0.000
H 3.355 3.055 3.677 0.000
H -2.459 5.984 5.550 0.000
H -3.714 3.613 -3.344 0.000
H 2.852 -2.406 5.769 0.000
H -1.395 -1.486 3.423 0.016
H 5.221 2.886 2.062 0.000
H 3.896 -0.057 -3.711 0.000
H 1.445 1.511 3.525 -0.001
H -2.321 -5.339 -3.870 0.000
H -1.430 -2.449 5.684 0.000
H -0.052 5.243 2.070 0.001
H 2.917 2.066 -4.529 0.000
H -2.373 -5.383 -1.396 0.000
H -4.195 -1.945 2.023 -0.001
H -3.821 0.366 -6.108 0.000
H -3.630 -0.557 0.292 0.006
H 4.919 -2.510 0.932 0.000
H -2.636 -1.818 0.230 0.008
H 6.804 -2.049 -0.601 0.000
H 5.155 1.173 0.276 0.000
H 4.788 -3.616 -3.812 0.000
H 2.640 -1.459 -2.119 -0.001
```


# 5
Molecular formula: C16H21N3O3
Method: DFT, ωB97M-V with the def2-TZVPD basis set

SMILES: CC(C)[C@H](NC(=O)[C@@H](N)Cc1c[nH]c2ccccc12)C(=O)O
HOMO-LUMO gap: 0.3282 Ha
relative energy (zero: lowest compared OMol25 entry of this formula, charge and spin): 287.1 kJ/mol
E: -27545.1888 eV
HOMO energy: -8.32 eV
E_LUMO: 0.6 eV

Geometry as XYZ:
```
43
Properties=species:S:1:pos:R:3:lowdin_charge:R:1
O -3.794 2.232 -0.290 0.041
O -4.814 0.987 -1.946 0.147
O -1.723 -2.279 -0.602 0.032
N -2.087 0.061 -0.633 0.131
N 0.424 0.560 -1.371 0.012
N 4.687 -1.534 -0.307 0.057
C -1.308 -1.107 -0.738 -0.403
C 3.352 -2.111 -0.182 -0.002
C 0.180 -0.808 -1.029 -0.329
C 4.604 -0.246 0.105 -0.237
C 2.956 1.398 0.789 -0.053
C -3.235 -1.270 2.113 -0.054
C -4.153 1.029 -0.950 -0.457
C -5.224 0.186 1.639 -0.058
C -3.517 -0.132 -0.198 -0.177
C 2.470 -1.091 0.115 -0.196
C 0.995 -1.249 0.241 -0.077
C 5.658 0.750 0.100 -0.010
C 3.956 2.366 0.701 -0.112
C 3.266 0.095 0.377 -0.161
C -3.738 -0.028 1.364 -0.358
C 5.302 2.063 0.409 -0.111
H 0.673 -2.201 0.521 0.096
H 3.605 3.442 0.721 0.116
H 6.769 0.512 -0.043 0.124
H 3.277 -3.106 -0.704 0.135
H 1.935 1.722 1.044 0.112
H 0.698 -0.380 0.962 0.153
H -2.139 -1.357 1.983 0.080
H 5.986 2.890 0.451 0.091
H 5.583 -2.047 -0.422 0.165
H 0.296 0.752 -2.424 0.129
H -3.131 0.861 1.652 0.130
H -3.556 2.043 0.661 0.095
H -5.470 0.289 2.707 0.095
H -1.598 0.920 -0.847 0.116
H -4.036 -0.981 -0.634 0.159
H 1.422 0.925 -1.194 0.102
H -5.671 0.987 1.140 0.054
H -3.672 -2.173 1.723 0.081
H 0.402 -1.410 -1.968 0.163
H -5.781 -0.670 1.234 0.101
H -3.500 -1.215 3.167 0.078
```